The following is a DFT calculation (ωB97M-V/def2-TZVPD) of one molecule with the formula C3H2O.

Values from the calculation:
energy relative to the best compared isomer or geometry (same formula, charge and spin): 108.7 kcal per mole
orbital gap: 7.624 eV
E: -5183.4773 eV

Geometry as ORCA input:
```
! RIJCOSX wB97M-V def2-TZVPD def2/J DEFGRID3
* xyz 0 1
C 1.232 0.177 -0.043
C 2.388 -0.267 0.056
C -0.496 0.478 -0.001
O -1.303 -0.567 -0.076
H -0.944 1.522 0.209
H -0.876 -1.345 -0.145
*
```

Atom charges from the natural (NBO) analysis, given in e for atoms 1 to 5: -0.559, -0.032, 0.419, -0.579, 0.236

The following is a DFT calculation (ωB97M-V/def2-TZVPD) of a 13-piece molecular cluster, C97H198N12O12 overall.

Values from the calculation:
orbital gap: 7.841 eV
E: -146237.5533 eV

Geometry as ORCA input:
```
! RIJCOSX wB97M-V def2-TZVPD def2/J DEFGRID3
* xyz 0 1
C -30.882 -15.942 1.191
C -31.913 -15.763 2.293
C -31.506 -16.298 3.647
C -30.160 -15.869 4.089
N -29.111 -15.542 4.445
H -29.904 -15.630 1.557
H -31.053 -15.193 0.417
H -30.796 -16.908 0.693
H -32.886 -16.156 1.997
H -32.128 -14.719 2.521
H -31.439 -17.386 3.610
H -32.247 -16.135 4.429
C -36.886 -10.787 6.083
C -35.812 -11.660 5.450
C -36.205 -13.152 5.508
C -35.282 -14.060 4.881
N -34.537 -14.823 4.317
H -37.238 -11.162 7.044
H -37.809 -10.809 5.505
H -36.458 -9.820 6.350
H -34.933 -11.449 6.059
H -35.708 -11.311 4.422
H -37.165 -13.418 5.065
H -36.182 -13.450 6.557
C -29.062 -16.169 -3.162
C -29.665 -17.190 -2.255
C -31.194 -17.405 -2.520
C -31.957 -16.181 -2.140
N -32.545 -15.200 -1.938
H -27.988 -16.060 -3.008
H -29.447 -15.169 -2.965
H -29.268 -16.203 -4.232
H -29.534 -16.982 -1.193
H -29.132 -18.094 -2.551
H -31.534 -18.305 -2.009
H -31.313 -17.550 -3.594
C -39.283 -13.331 -0.347
C -37.922 -14.011 -0.698
C -37.435 -14.398 0.711
C -36.280 -15.397 0.669
C -36.645 -16.606 -0.190
C -37.069 -16.225 -1.635
N -38.109 -15.169 -1.555
O -38.707 -14.890 -2.743
C -35.870 -15.801 -2.489
C -37.697 -17.553 -2.153
C -36.942 -12.980 -1.360
H -39.179 -12.391 0.194
H -40.012 -13.941 0.186
H -39.756 -13.049 -1.288
H -37.041 -13.561 1.287
H -38.281 -14.701 1.327
H -36.103 -15.699 1.701
H -35.339 -14.898 0.436
H -37.355 -17.213 0.371
H -35.760 -17.243 -0.209
H -35.143 -15.243 -1.900
H -35.364 -16.670 -2.911
H -36.106 -15.101 -3.290
H -37.809 -17.561 -3.238
H -37.082 -18.445 -2.032
H -38.673 -17.805 -1.739
H -37.013 -11.982 -0.927
H -37.291 -12.866 -2.386
H -35.896 -13.285 -1.402
H -39.458 -15.462 -2.914
C -27.345 -3.774 5.144
C -27.593 -5.189 5.641
C -29.101 -5.298 5.854
C -29.604 -6.732 6.076
C -29.071 -7.589 4.951
C -27.589 -7.625 4.754
N -27.212 -6.203 4.662
O -25.885 -6.112 4.307
C -26.985 -8.320 5.989
C -27.205 -8.385 3.462
C -26.869 -5.260 7.033
H -26.284 -3.604 4.960
H -27.662 -2.997 5.840
H -27.836 -3.666 4.177
H -29.427 -4.760 6.744
H -29.705 -5.015 4.992
H -30.688 -6.731 6.191
H -29.242 -7.094 7.039
H -29.561 -7.223 4.049
H -29.430 -8.602 5.133
H -27.449 -8.244 6.972
H -27.240 -9.377 5.909
H -25.907 -8.233 6.131
H -26.135 -8.292 3.275
H -27.258 -9.469 3.553
H -27.646 -7.936 2.572
H -25.783 -5.346 6.990
H -27.197 -6.131 7.601
H -27.059 -4.404 7.680
H -25.919 -5.715 3.434
C -29.195 -3.560 -3.288
C -28.634 -4.174 -1.985
C -28.657 -2.973 -0.892
C -28.601 -3.518 0.531
C -29.788 -4.430 0.761
C -29.838 -5.670 -0.184
N -29.574 -5.283 -1.589
O -29.589 -6.370 -2.474
C -28.818 -6.697 0.454
C -31.232 -6.360 0.122
C -27.152 -4.595 -2.149
H -29.366 -4.315 -4.055
H -28.489 -2.827 -3.678
H -30.145 -3.107 -3.004
H -27.741 -2.437 -1.141
H -29.481 -2.265 -0.987
H -28.603 -2.588 1.100
H -27.682 -4.016 0.840
H -30.723 -3.874 0.684
H -29.837 -4.795 1.787
H -27.809 -6.295 0.554
H -29.134 -7.010 1.450
H -28.793 -7.529 -0.249
H -32.038 -5.706 -0.212
H -31.346 -7.269 -0.468
H -31.392 -6.609 1.171
H -26.986 -5.265 -2.993
H -27.008 -5.185 -1.243
H -26.447 -3.765 -2.101
H -30.224 -6.196 -3.173
C -33.239 -8.199 -5.659
C -32.266 -7.669 -4.538
C -31.816 -8.900 -3.738
C -30.671 -9.766 -4.395
C -29.501 -8.840 -4.869
C -29.942 -7.569 -5.627
N -31.089 -6.874 -4.963
O -31.472 -5.729 -5.667
C -28.639 -6.719 -5.692
C -30.195 -7.981 -7.145
C -33.108 -6.843 -3.620
H -34.170 -8.602 -5.261
H -32.785 -9.024 -6.208
H -33.552 -7.424 -6.359
H -31.716 -8.784 -2.659
H -32.728 -9.493 -3.683
H -30.987 -10.300 -5.290
H -30.289 -10.496 -3.681
H -28.781 -9.424 -5.441
H -28.917 -8.508 -4.010
H -28.212 -6.512 -4.711
H -27.817 -7.231 -6.193
H -28.837 -5.809 -6.259
H -31.003 -8.711 -7.197
H -30.600 -7.169 -7.749
H -29.347 -8.320 -7.741
H -32.603 -6.682 -2.667
H -34.073 -7.284 -3.370
H -33.450 -5.877 -3.991
H -31.266 -5.041 -5.031
C -22.931 -15.992 1.560
C -24.012 -15.181 0.833
C -25.124 -16.149 0.251
C -26.075 -16.620 1.318
C -26.747 -15.451 1.923
C -25.701 -14.443 2.583
N -24.595 -14.103 1.659
O -23.643 -13.325 2.259
C -26.449 -13.108 2.748
C -25.245 -15.052 3.970
C -23.312 -14.540 -0.352
H -22.093 -15.381 1.895
H -22.435 -16.701 0.897
H -23.322 -16.597 2.379
H -25.576 -15.848 -0.694
H -24.613 -17.083 0.018
H -25.730 -17.341 2.060
H -26.805 -17.237 0.794
H -27.475 -15.823 2.643
H -27.239 -14.903 1.119
H -26.727 -12.634 1.807
H -27.253 -13.397 3.425
H -25.758 -12.384 3.178
H -26.112 -15.437 4.507
H -24.492 -15.829 3.832
H -24.654 -14.269 4.446
H -23.004 -15.249 -1.121
H -22.458 -13.929 -0.061
H -23.956 -13.796 -0.821
H -23.227 -13.929 2.879
C -32.449 -4.760 3.605
C -33.965 -4.586 3.325
C -34.406 -5.165 1.907
C -34.462 -6.769 1.816
C -35.309 -7.324 2.891
C -34.964 -6.839 4.328
N -34.759 -5.339 4.349
O -34.667 -4.815 5.611
C -36.173 -7.185 5.219
C -33.720 -7.658 4.856
C -34.294 -3.116 3.292
H -32.050 -5.757 3.414
H -32.242 -4.565 4.657
H -31.775 -4.063 3.107
H -35.400 -4.796 1.652
H -33.680 -4.751 1.207
H -33.455 -7.187 1.814
H -34.914 -7.068 0.871
H -35.168 -8.400 2.787
H -36.358 -7.130 2.669
H -35.961 -7.081 6.283
H -36.976 -6.494 4.962
H -36.463 -8.228 5.094
H -32.795 -7.347 4.370
H -33.670 -7.450 5.925
H -33.840 -8.729 4.693
H -33.939 -2.586 4.175
H -35.368 -2.933 3.318
H -33.921 -2.659 2.376
H -35.459 -4.274 5.604
C -21.765 -9.676 -1.338
C -22.967 -9.041 -0.599
C -23.012 -7.482 -0.945
C -24.401 -6.835 -0.643
C -25.519 -7.622 -1.349
C -25.593 -9.116 -1.025
N -24.210 -9.717 -1.146
O -24.181 -11.075 -1.269
C -26.292 -9.355 0.360
C -26.472 -9.740 -2.217
C -22.889 -9.200 0.922
H -21.534 -10.654 -0.916
H -20.867 -9.115 -1.080
H -21.869 -9.752 -2.421
H -22.308 -6.931 -0.321
H -22.788 -7.367 -2.005
H -24.411 -5.831 -1.068
H -24.566 -6.816 0.435
H -25.374 -7.591 -2.429
H -26.476 -7.171 -1.086
H -26.191 -10.407 0.630
H -25.687 -8.892 1.140
H -27.333 -9.036 0.319
H -27.395 -9.161 -2.256
H -25.971 -9.676 -3.183
H -26.516 -10.815 -2.045
H -23.041 -10.254 1.156
H -23.728 -8.698 1.404
H -21.943 -8.766 1.247
H -24.157 -11.340 -0.346
C -31.219 -12.904 11.550
C -30.900 -11.715 10.538
C -29.319 -11.728 10.461
C -28.830 -10.885 9.269
C -29.367 -11.448 7.968
C -30.902 -11.401 7.876
N -31.468 -11.986 9.139
O -32.853 -12.076 9.120
C -31.416 -9.960 7.655
C -31.285 -12.348 6.735
C -31.414 -10.358 11.159
H -30.966 -13.866 11.104
H -32.292 -12.898 11.741
H -30.830 -12.828 12.566
H -28.978 -11.120 11.298
H -28.940 -12.746 10.559
H -27.741 -10.892 9.219
H -29.063 -9.843 9.488
H -29.090 -12.477 7.738
H -28.944 -10.911 7.119
H -30.865 -9.436 6.874
H -32.485 -9.963 7.442
H -31.238 -9.378 8.559
H -30.956 -12.088 5.729
H -30.885 -13.344 6.926
H -32.365 -12.448 6.633
H -31.165 -9.462 10.591
H -30.826 -10.152 12.053
H -32.473 -10.424 11.409
H -33.008 -13.017 9.008
C -29.848 -10.460 -0.258
C -30.050 -11.805 0.468
C -29.545 -11.762 1.907
C -30.520 -10.987 2.871
C -31.890 -11.552 2.808
C -32.510 -11.483 1.376
N -31.493 -12.206 0.537
O -32.000 -12.470 -0.731
C -33.826 -12.253 1.355
C -32.807 -9.983 0.950
C -29.208 -12.890 -0.210
H -28.820 -10.368 -0.610
H -30.119 -9.587 0.336
H -30.391 -10.371 -1.199
H -29.434 -12.749 2.357
H -28.580 -11.267 2.017
H -30.400 -9.937 2.605
H -30.039 -11.087 3.844
H -32.513 -10.866 3.382
H -32.048 -12.506 3.310
H -34.315 -12.269 0.381
H -33.626 -13.293 1.613
H -34.606 -11.834 1.990
H -32.691 -9.861 -0.127
H -33.815 -9.661 1.214
H -32.107 -9.258 1.365
H -29.221 -13.797 0.394
H -28.247 -12.411 -0.396
H -29.569 -13.152 -1.205
H -32.030 -13.430 -0.743
C -31.726 -13.309 -5.133
C -33.242 -13.268 -5.200
C -33.913 -12.643 -4.018
O -34.822 -11.637 -4.530
C -34.600 -11.506 -5.821
O -35.274 -10.755 -6.548
O -33.609 -12.318 -6.225
H -31.279 -13.331 -6.127
H -31.367 -14.179 -4.584
H -31.291 -12.433 -4.653
H -33.730 -14.230 -5.352
H -33.270 -12.037 -3.381
H -34.536 -13.357 -3.479
*
```

Atom charges from the Löwdin analysis, given in e for atoms 1 to 5: -0.090, -0.252, -0.190, -0.197, 0.161

The following is a DFT calculation (ωB97M-V/def2-TZVPD) of C35H28F12NNaO4S as an isolated structure.

Values from the calculation:
energy relative to the best compared isomer or geometry (same formula, charge and spin): 44.5 kcal per mole
orbital gap: 4.126 eV
E: -94293.5037 eV

Geometry as ORCA input:
```
! RIJCOSX wB97M-V def2-TZVPD def2/J DEFGRID3
* xyz -2 1
Na 0.077 -0.618 -1.269
C 4.394 3.737 1.764
C 3.245 3.149 0.991
C 1.944 3.613 1.145
C 0.923 3.072 0.405
C 1.122 2.015 -0.522
N 0.101 1.502 -1.211
C -0.923 2.213 -1.684
C -0.726 3.549 -2.130
C -1.698 4.286 -2.755
C -2.968 3.756 -2.940
C -4.049 4.506 -3.667
C -3.198 2.465 -2.482
C -2.221 1.673 -1.900
C -2.615 0.231 -1.532
O -1.782 -0.570 -0.927
C -3.062 -0.501 -2.858
F -3.884 0.127 -3.748
F -1.997 -0.845 -3.589
F -3.720 -1.648 -2.589
C -3.930 0.316 -0.659
F -5.114 0.506 -1.313
F -4.133 -0.802 0.049
F -3.889 1.309 0.251
C 2.447 1.497 -0.617
C 3.458 2.092 0.113
C 2.734 0.277 -1.503
O 1.985 -0.785 -1.306
C 2.692 0.789 -2.989
F 3.405 1.939 -3.170
F 3.230 -0.074 -3.877
F 1.479 1.062 -3.463
C 4.221 -0.235 -1.348
F 4.570 -0.488 -0.070
F 5.250 0.521 -1.833
F 4.371 -1.419 -1.963
H 4.172 4.760 2.070
H 5.301 3.740 1.158
H 4.599 3.149 2.663
H 1.738 4.414 1.848
H -0.091 3.423 0.542
H 0.265 3.963 -2.006
H -1.475 5.288 -3.108
H -3.864 5.579 -3.649
H -5.025 4.311 -3.226
H -4.097 4.190 -4.711
H -4.201 2.082 -2.600
H 4.476 1.751 0.008
C 2.532 -2.033 1.524
C 1.350 -1.297 2.095
O 0.445 -0.903 1.391
C 1.276 -1.120 3.570
C 0.157 -0.453 4.084
C -0.024 -0.315 5.442
C 0.914 -0.838 6.326
C 2.041 -1.475 5.829
C 2.226 -1.617 4.467
H 2.500 -1.901 0.444
H 2.463 -3.092 1.768
H 3.461 -1.624 1.911
H -0.557 -0.059 3.375
H -0.898 0.196 5.821
H 0.767 -0.747 7.393
H 2.782 -1.868 6.515
H 3.112 -2.115 4.103
C 0.645 -5.132 -0.611
S 0.287 -3.287 -0.816
O 0.062 -3.182 -2.246
C -1.357 -3.489 -0.083
C -2.411 -3.782 -0.925
C -3.691 -3.897 -0.417
C -3.910 -3.707 0.936
C -2.852 -3.403 1.776
C -1.567 -3.303 1.269
H -0.107 -5.678 -1.168
H 0.618 -5.394 0.440
H 1.628 -5.316 -1.030
H -2.211 -3.878 -1.981
H -4.526 -4.091 -1.074
H -4.913 -3.777 1.335
H -3.035 -3.222 2.827
H -0.741 -3.062 1.922
*
```

Atom charges from the Löwdin analysis, given in e for atoms 1 to 5: 0.186, -0.088, -0.310, -0.083, -0.032

The following is a DFT calculation (ωB97M-V/def2-TZVPD) of C6H10N2 as an isolated structure.

Values from the calculation:
energy relative to the best compared isomer or geometry (same formula, charge and spin): 156.5 kcal per mole
orbital gap: 9.238 eV
E: -9357.6512 eV

Geometry as ORCA input:
```
! RIJCOSX wB97M-V def2-TZVPD def2/J DEFGRID3
* xyz 0 1
C -0.702 2.292 0.121
C -0.473 0.779 0.861
C 0.118 -1.436 0.325
C 1.386 -0.639 0.000
C 0.037 -1.203 -1.239
C -0.205 0.972 -0.572
H -1.574 2.789 -0.378
H -0.043 2.997 0.758
H 0.401 1.069 1.527
H -0.990 -0.879 2.020
H -0.042 -2.414 0.592
H 1.773 -0.016 0.926
H 2.053 -1.442 -0.373
H -1.001 -0.986 -1.661
H 0.550 -2.133 -1.583
H -1.139 0.744 -1.109
N -0.913 -0.549 0.976
N 0.764 0.056 -1.191
*
```

Atom charges from the natural (NBO) analysis, given in e for atoms 1 to 5: -0.354, -0.074, -0.091, -0.261, -0.226